No. 1
Molecular formula: C31H56BCeGeN6
Method: DFT, the ωB97M-V functional and the def2-TZVPD basis

Geometry as ORCA input:
```
! wB97M-V def2-TZVPD RIJCOSX def2/J DEFGRID3
* xyz 0 2
Ce 0.163 0.023 1.696
C -1.149 -4.766 1.348
C -1.911 -3.434 1.305
C -1.654 -2.660 2.596
C -1.550 -2.701 0.042
C -1.908 -3.130 -1.236
C -1.343 -2.218 -2.110
C -1.454 -2.283 -3.603
C -2.925 -2.230 -4.025
C -0.787 -3.563 -4.118
N -0.686 -1.297 -1.370
N -0.814 -1.591 -0.051
B 0.064 -0.036 -1.896
N 1.546 -0.041 -1.438
N 1.831 -0.020 -0.118
C 3.154 0.012 0.027
C 3.746 0.001 -1.237
C 2.700 -0.036 -2.147
C 2.920 -0.092 -3.634
C 2.405 1.147 -4.369
C 2.386 -1.377 -4.272
C 3.805 0.038 1.380
C 4.696 -1.192 1.574
C 4.607 1.329 1.562
N -0.668 1.243 -1.389
N -0.815 1.491 -0.068
C -1.531 2.612 0.063
C -1.853 3.099 -1.204
C -1.289 2.207 -2.103
C -1.326 2.335 -3.595
C -2.767 2.434 -4.099
C -0.519 3.567 -4.018
C -1.872 3.184 1.411
C -2.486 4.579 1.292
C -2.832 2.254 2.169
H -1.447 -5.344 2.219
H -0.077 -4.584 1.405
H -1.348 -5.353 0.455
H -2.985 -3.657 1.246
H -0.572 -2.524 2.761
H -2.041 -3.232 3.437
H -2.159 -1.685 2.598
H -2.500 -3.987 -1.488
H -0.950 -1.426 -4.050
H -3.471 -3.082 -3.629
H -3.006 -2.251 -5.110
H -3.393 -1.318 -3.659
H -1.307 -4.442 -3.747
H 0.250 -3.614 -3.794
H -0.813 -3.586 -5.205
H 0.041 -0.049 -3.068
H 4.792 0.019 -1.465
H 4.011 -0.105 -3.759
H 1.322 1.197 -4.347
H 2.731 1.113 -5.407
H 2.801 2.052 -3.915
H 1.302 -1.405 -4.250
H 2.765 -2.250 -3.746
H 2.713 -1.432 -5.308
H 2.999 0.013 2.153
H 5.500 -1.204 0.842
H 4.110 -2.103 1.467
H 5.132 -1.179 2.570
H 5.406 1.390 0.825
H 5.049 1.357 2.555
H 3.955 2.193 1.450
H -2.417 3.975 -1.443
H -0.874 1.450 -4.043
H -3.252 3.322 -3.703
H -3.339 1.561 -3.794
H -2.780 2.497 -5.185
H -0.975 4.471 -3.621
H -0.486 3.648 -5.102
H 0.499 3.503 -3.642
H -0.937 3.249 2.000
H -3.447 4.541 0.784
H -1.828 5.241 0.735
H -2.638 5.000 2.283
H -3.711 2.034 1.564
H -3.152 2.736 3.090
H -2.321 1.313 2.443
C -1.388 -0.769 5.804
Ge 0.315 0.297 5.696
C 0.021 1.835 6.967
C 1.576 -0.879 6.783
C 0.707 0.849 3.905
H -1.711 -0.867 6.837
H -1.251 -1.776 5.414
H -2.197 -0.295 5.248
H -0.078 1.482 7.986
H -0.878 2.386 6.710
H 0.857 2.528 6.936
H 1.269 -0.871 7.823
H 2.603 -0.527 6.739
H 1.558 -1.909 6.437
H 1.556 1.559 3.948
*
```

Calculated values
LUMO energy (alpha / beta) = 0.28 / 0.27 eV

=====

No. 2
Molecular formula: C5H8S2
Method: DFT, the ωB97M-V functional and the def2-TZVPD basis

Geometry as ORCA input:
```
! wB97M-V def2-TZVPD RIJCOSX def2/J DEFGRID3
* xyz 0 1
C -1.502 -0.242 1.429
S -1.819 0.179 -0.367
C -0.133 0.201 -0.849
C 0.558 1.413 -0.493
C 1.498 1.231 0.500
C 1.941 -0.155 0.474
S 0.775 -1.272 -0.348
H -2.506 -0.839 1.663
H -1.412 0.844 1.981
H -0.755 -1.161 1.525
H -0.213 0.046 -1.915
H 0.297 2.519 -0.858
H 1.976 2.033 1.168
H 3.031 -0.222 -0.025
H 2.111 -0.423 1.520
*
```

Calculated values
LUMO energy = 0.76 eV
Relative energy (zero: lowest compared OMol25 entry of this formula, charge and spin) = 2.652 eV

=====

No. 3
Molecular formula: C5H8NO
Method: DFT, the ωB97M-V functional and the def2-TZVPD basis

Geometry as ORCA input:
```
! wB97M-V def2-TZVPD RIJCOSX def2/J DEFGRID3
* xyz 1 1
C -1.051 0.738 -0.810
C -0.248 0.191 1.307
C -1.627 -0.592 -0.404
C 0.398 -0.914 0.434
C 1.188 -0.056 -0.585
N -1.389 0.569 0.526
O -0.721 -1.604 -0.115
H -1.269 1.543 -1.452
H -0.648 0.062 2.323
H 0.386 1.049 1.335
H -2.632 -0.799 -0.934
H 0.972 -1.771 0.934
H 0.269 0.513 -0.984
H 1.584 -0.775 -1.285
H 1.836 0.699 -0.258
*
```

Calculated values
LUMO energy = -6.58 eV
Relative energy (zero: lowest compared OMol25 entry of this formula, charge and spin) = 4.741 eV

=====

No. 4
Molecular formula: C12H35N3O5Ti2
Method: DFT, the ωB97M-V functional and the def2-TZVPD basis

Geometry as ORCA input:
```
! wB97M-V def2-TZVPD RIJCOSX def2/J DEFGRID3
* xyz 0 7
Ti 6.602 -1.180 10.184
Ti 4.575 0.775 9.205
O 5.531 0.467 11.129
H 5.392 0.870 12.009
O 5.953 -0.683 8.074
H 5.751 -1.308 7.351
C 2.238 -0.603 11.727
C 2.639 -1.364 10.405
C 1.843 -2.641 10.235
O 1.903 -3.212 8.946
C 0.952 -4.200 8.635
N 2.539 -0.591 9.173
H 2.964 -0.787 12.519
H 1.345 -1.008 12.205
H 2.060 0.472 11.730
H 3.695 -1.629 10.458
H 0.787 -2.395 10.350
H 2.055 -3.421 10.966
H 1.295 -4.934 7.906
H -0.085 -3.906 8.472
H 0.900 -4.944 9.429
H 2.561 -1.259 8.416
H 1.631 -0.185 8.999
C 9.444 -4.084 7.483
C 8.137 -3.508 7.969
C 7.741 -3.948 9.368
O 6.442 -3.450 9.804
C 5.296 -3.952 9.098
N 8.366 -2.082 7.881
H 10.351 -3.524 7.710
H 9.416 -4.278 6.411
H 9.501 -5.117 7.828
H 7.328 -3.813 7.306
H 8.412 -3.445 10.064
H 7.953 -4.997 9.575
H 5.437 -3.993 8.018
H 4.467 -3.311 9.395
H 5.025 -4.915 9.532
H 7.458 -1.645 7.805
H 8.742 -2.113 6.944
C 9.066 -0.415 11.427
C 8.470 -0.947 12.690
C 8.348 0.026 13.896
O 9.631 0.210 14.449
C 9.808 1.447 15.066
N 7.238 -1.622 12.410
H 8.377 0.417 11.283
H 9.004 -1.127 10.604
H 10.133 -0.250 11.575
H 9.088 -1.805 12.953
H 7.775 -0.332 14.752
H 8.002 0.996 13.541
H 9.908 2.328 14.433
H 10.754 1.521 15.602
H 9.077 1.559 15.867
H 6.592 -0.854 12.297
H 7.019 -2.079 13.284
*
```

Calculated values
LUMO energy (alpha / beta) = 0.45 / 0.33 eV
Relative energy (zero: lowest compared OMol25 entry of this formula, charge and spin) = 0.625 eV

=====

No. 5
Molecular formula: C17H17N6O3PtS
Method: DFT, the ωB97M-V functional and the def2-TZVPD basis

Geometry as ORCA input:
```
! wB97M-V def2-TZVPD RIJCOSX def2/J DEFGRID3
* xyz -1 1
Pt 1.723 1.058 0.216
N 2.825 -1.875 0.775
C 4.136 -1.265 0.549
C 4.337 0.005 1.378
O 5.287 0.043 2.170
N 3.467 1.013 1.200
C 3.484 2.088 2.178
C 2.082 2.299 2.745
O 1.894 2.956 3.757
O 1.123 1.745 2.054
H 2.754 -2.220 1.724
H 2.695 -2.659 0.149
H 4.209 -1.017 -0.510
H 4.978 -1.911 0.811
H 3.786 3.034 1.714
H 4.188 1.877 2.978
S 2.412 0.385 -1.869
C 0.850 -0.243 -2.302
N 0.658 -1.208 -3.132
N -0.638 -1.675 -3.254
C -1.448 -2.074 -2.205
C -0.965 -2.211 -0.894
C -1.817 -2.618 0.117
C -3.150 -2.921 -0.141
C -3.622 -2.804 -1.439
C -2.788 -2.377 -2.462
N -0.290 0.394 -1.729
N -0.084 1.032 -0.689
C -1.269 1.682 -0.184
C -1.123 2.817 0.595
C -2.262 3.454 1.069
C -3.518 2.946 0.782
C -3.648 1.790 0.020
C -2.524 1.150 -0.471
H -0.809 -2.094 -4.148
H 0.066 -1.971 -0.665
H -1.429 -2.695 1.125
H -3.807 -3.232 0.660
H -4.659 -3.026 -1.661
H -3.177 -2.249 -3.466
H -0.136 3.178 0.842
H -2.154 4.341 1.679
H -4.402 3.441 1.166
H -4.628 1.378 -0.185
H -2.606 0.241 -1.049
*
```

Calculated values
LUMO energy = 1.69 eV
Relative energy (zero: lowest compared OMol25 entry of this formula, charge and spin) = 0.000 eV

=====

No. 6
Molecular formula: C17H18Cl40FP
Method: DFT, the ωB97M-V functional and the def2-TZVPD basis

Geometry as ORCA input:
```
! wB97M-V def2-TZVPD RIJCOSX def2/J DEFGRID3
* xyz 0 1
C -0.771 4.234 2.417
C -0.753 2.763 1.992
C -1.936 2.451 1.078
C -0.754 1.813 3.197
C 0.500 1.861 4.059
P 2.027 1.104 3.201
C 3.528 0.405 2.264
C 4.865 0.708 2.873
F 3.369 -0.999 2.168
H -0.312 4.874 1.663
H -1.799 4.580 2.547
H -0.243 4.407 3.354
H 0.150 2.575 1.401
H -1.701 1.648 0.376
H -2.229 3.320 0.485
H -2.810 2.153 1.664
H -0.867 0.783 2.832
H -1.655 2.025 3.785
H 0.343 1.293 4.981
H 0.732 2.886 4.361
H 2.746 2.342 3.281
H 2.250 0.197 4.261
H 1.207 0.664 2.110
H 3.473 0.788 1.237
H 5.673 0.278 2.278
H 5.009 1.789 2.891
H 4.941 0.317 3.891
Cl 2.800 -3.642 6.760
C 1.436 -3.102 5.776
Cl 0.268 -4.419 5.620
Cl 0.655 -1.722 6.569
Cl 2.007 -2.608 4.190
Cl -5.658 1.433 -3.227
C -4.577 1.853 -1.888
Cl -5.088 3.391 -1.185
Cl -4.624 0.590 -0.662
Cl -2.929 1.985 -2.497
Cl 0.276 -2.828 -3.441
C -0.433 -1.215 -3.611
Cl -2.161 -1.365 -3.924
Cl -0.189 -0.307 -2.116
Cl 0.342 -0.374 -4.953
Cl 7.383 3.858 2.225
C 6.373 5.154 2.868
Cl 6.343 6.506 1.739
Cl 4.744 4.511 3.093
Cl 7.014 5.690 4.424
Cl 6.525 0.661 -2.859
C 5.554 1.988 -2.218
Cl 5.665 3.377 -3.301
Cl 3.869 1.473 -2.094
Cl 6.163 2.444 -0.621
Cl -6.020 -3.889 -1.584
C -7.539 -2.998 -1.440
Cl -7.270 -1.323 -1.918
Cl -8.755 -3.732 -2.490
Cl -8.098 -3.052 0.235
Cl -3.097 -4.180 -8.531
C -3.406 -4.632 -6.849
Cl -4.804 -3.734 -6.246
Cl -3.736 -6.361 -6.751
Cl -2.002 -4.234 -5.862
Cl -4.379 -7.679 -1.059
C -4.275 -7.192 -2.753
Cl -5.899 -6.992 -3.414
Cl -3.398 -5.665 -2.875
Cl -3.420 -8.434 -3.673
Cl -6.589 0.835 -8.962
C -7.326 -0.769 -8.915
Cl -6.065 -1.999 -8.967
Cl -8.251 -0.946 -7.418
Cl -8.406 -0.962 -10.298
Cl 8.480 2.269 5.077
C 9.200 0.670 4.896
Cl 8.454 -0.451 6.036
Cl 8.923 0.098 3.244
Cl 10.934 0.761 5.205
*
```

Calculated values
LUMO energy = 0.05 eV

=====

No. 7
Molecular formula: C3H11NO2
Method: DFT, the ωB97M-V functional and the def2-TZVPD basis

Geometry as ORCA input:
```
! wB97M-V def2-TZVPD RIJCOSX def2/J DEFGRID3
* xyz 0 1
C -0.730 -0.673 -0.932
C -0.103 0.122 -0.071
C 0.910 1.055 -0.696
N 0.230 2.183 -1.236
H -0.869 -0.264 -1.979
H -1.119 -1.731 -0.690
H -0.165 0.183 1.075
H 1.671 1.466 0.011
H 1.424 0.566 -1.505
H 0.358 3.157 -0.992
H -0.702 1.813 -1.352
O -3.946 -2.940 1.206
H -4.684 -2.385 1.030
H -4.151 -3.459 1.955
O 3.934 0.708 1.494
H 3.409 0.203 0.892
H 4.534 -0.004 1.790
*
```

Calculated values
LUMO energy = 0.90 eV
Relative energy (zero: lowest compared OMol25 entry of this formula, charge and spin) = 2.400 eV

=====

No. 8
Molecular formula: CH4NOP
Method: DFT, the ωB97M-V functional and the def2-TZVPD basis

Geometry as ORCA input:
```
! wB97M-V def2-TZVPD RIJCOSX def2/J DEFGRID3
* xyz 0 1
H -1.686 -0.239 2.130
N -1.180 0.398 1.542
C -0.393 -0.137 0.603
P 0.232 0.974 -0.812
O 0.988 -0.225 -1.687
H -0.110 -1.090 0.710
H 1.461 1.159 -0.114
H 0.688 -0.840 -2.371
*
```

Calculated values
LUMO energy = 0.50 eV
Relative energy (zero: lowest compared OMol25 entry of this formula, charge and spin) = 1.975 eV